{
  "formula": "C25H75CsO13",
  "method": "ωB97M-V/def2-TZVPD",
  "elements": ["O", "H", "H", "H", "H", "C", "O", "H", "H", "H", "H", "H", "H", "O", "H", "H", "H", "H", "H", "O", "C", "H", "C", "C", "H", "H", "H", "H", "H", "C", "O", "O", "O", "H", "H", "H", "H", "C", "C", "H", "H", "H", "H", "H", "H", "H", "C", "H", "C", "C", "H", "C", "H", "O", "C", "H", "C", "O", "H", "C", "H", "H", "H", "H", "C", "H", "H", "H", "H", "H", "C", "O", "H", "H", "H", "H", "H", "O", "H", "H", "O", "O", "H", "H", "H", "H", "H", "H", "C", "C", "C", "H", "H", "C", "H", "C", "H", "H", "H", "C", "C", "H", "H", "H", "H", "H", "H", "H", "H", "H", "C", "C", "Cs", "H"],
  "coordinates": [[6.870, 2.118, 0.932], [-2.341, -5.607, -2.616], [-1.402, 5.548, -1.257], [-1.924, 4.089, -0.461], [3.684, -3.097, 1.884], [2.282, 1.572, -4.759], [-1.134, -4.447, 0.318], [-4.380, -2.510, 2.204], [-1.397, 2.895, -4.127], [-2.411, -3.082, -3.492], [3.329, 1.270, -4.778], [1.881, -3.777, -3.192], [5.143, 1.504, -0.975], [-1.117, -2.477, 2.129], [-2.449, -3.585, 3.131], [1.227, 3.502, -4.560], [-3.506, -2.551, -5.561], [2.895, -2.787, -5.298], [-5.038, 2.089, -1.195], [2.847, -1.288, -3.798], [-1.675, 1.921, 3.871], [2.435, -0.439, -3.978], [4.662, 1.811, -0.046], [2.655, 1.742, 4.633], [0.723, 1.618, -3.703], [-1.029, -3.759, -1.558], [-2.434, -1.844, 3.531], [3.340, -1.403, 1.583], [0.653, -0.894, 6.220], [0.143, -1.666, 5.644], [-0.144, 3.910, -1.203], [1.614, 1.304, -3.531], [-3.283, 1.392, -0.470], [-1.448, -1.641, -4.078], [-4.997, 0.668, 1.561], [-2.994, 1.469, -1.383], [0.087, 6.012, 0.711], [-4.664, 1.264, -0.589], [-3.459, -2.330, 1.649], [2.716, -1.522, -1.390], [-1.464, 2.447, 4.803], [-0.565, 3.313, -1.826], [-3.374, 2.910, 3.097], [0.384, -2.914, 3.341], [2.175, 3.323, -6.097], [-0.573, -1.136, 5.016], [2.308, -2.615, 0.203], [-3.286, -4.559, -1.672], [2.202, -2.240, -4.660], [-3.576, -1.812, -4.763], [4.111, 2.563, 6.104], [-5.254, 1.433, 0.829], [4.549, -2.282, 0.633], [-2.722, -1.294, -2.529], [2.129, 3.109, -5.029], [-1.606, 5.852, 1.191], [-1.146, -4.692, -1.008], [-0.385, 1.632, 3.350], [0.923, -3.903, -4.624], [-0.757, 5.324, 0.758], [1.904, -1.605, 4.254], [2.343, -3.530, -0.387], [4.579, 2.872, 4.496], [4.283, 0.957, 0.515], [4.155, 2.089, 5.124], [-3.548, -1.285, 1.352], [2.604, 1.471, 3.578], [-0.406, 4.480, 1.352], [1.477, -2.789, 0.886], [2.152, 0.887, 5.085], [-1.067, 4.749, -0.596], [2.118, -1.560, -0.639], [-1.875, 3.449, 2.312], [3.813, 2.397, -0.397], [-2.268, 1.029, 4.071], [0.551, -2.647, -3.383], [-6.321, 1.293, 0.659], [0.934, -3.314, 4.018], [-2.934, 2.812, -3.068], [-2.665, 1.777, 2.016], [1.732, 2.859, 4.752], [-1.437, 1.478, -2.771], [-3.481, -2.941, 0.746], [4.724, 1.160, 5.151], [6.645, 1.404, 1.533], [1.516, 2.907, 5.686], [-4.520, -1.842, -4.218], [1.539, -1.677, -5.317], [-2.408, -2.018, -3.727], [1.336, -3.178, -3.922], [1.355, -2.298, 4.892], [-2.573, 1.843, -4.550], [0.233, 2.252, 3.742], [-2.411, 2.585, 2.703], [-1.231, -5.339, 0.660], [-2.496, -5.305, -1.581], [-0.896, -3.243, 1.593], [-0.321, -5.383, -1.182], [-5.107, 2.458, 1.170], [3.565, -2.352, 1.097], [-2.383, -2.576, 2.724], [5.142, 2.966, 1.582], [-0.438, -2.293, 6.319], [1.935, -2.873, 5.614], [-4.922, 0.346, -1.117], [-3.445, -0.824, -5.204], [-2.962, -6.078, -0.971], [-2.358, -0.414, -2.648], [5.908, 3.595, 0.047], [1.903, 1.025, -5.622], [-2.167, 2.294, -3.644], [5.693, 2.729, 0.672], [-0.569, 0.162, 0.075], [3.034, 3.587, -4.652]],
  "energy_ha": -1995.569289,
  "homo_ev": -7.423,
  "de_lowest_ev": 0.000,
  "total_charge": 0,
  "lumo_energy_ev": 0.10
}

=====

{
  "formula": "C17H33BrGeN2O5SbSe4Ti",
  "method": "ωB97M-V/def2-TZVPD",
  "elements": ["H", "H", "H", "H", "C", "H", "Br", "C", "H", "H", "H", "O", "N", "H", "Sb", "H", "O", "N", "H", "C", "H", "Ti", "H", "H", "C", "O", "O", "Se", "H", "H", "H", "H", "C", "H", "C", "H", "C", "Se", "H", "C", "H", "H", "H", "C", "H", "H", "C", "H", "Se", "C", "C", "O", "C", "Se", "C", "C", "H", "C", "Ge", "H", "H", "H", "H", "C", "H"],
  "coordinates": [[1.808, 3.410, -1.046], [-3.623, -2.264, -0.880], [3.196, 1.032, 6.133], [3.128, -3.217, -1.966], [-1.638, -2.836, 1.077], [2.133, 0.027, -1.801], [5.252, 1.567, 4.085], [2.791, 1.105, 2.748], [-3.021, 4.611, -1.322], [1.377, -3.573, -1.955], [2.736, -3.465, 0.424], [-0.505, 0.420, 1.250], [1.255, 0.314, -3.585], [-3.538, -2.173, 1.771], [-1.555, -3.933, -3.631], [-3.814, -0.595, -1.372], [-2.835, -0.802, 0.400], [1.317, 0.514, -2.166], [1.441, 1.496, -1.942], [-0.800, 3.732, 1.016], [-4.810, -1.232, -0.025], [-0.215, -0.004, -0.682], [1.959, -2.159, -2.814], [-1.244, 1.576, -2.555], [1.959, -2.689, 0.426], [-0.323, -2.320, 0.967], [2.007, -1.950, -0.777], [0.067, -3.739, -5.396], [-0.683, 4.795, 1.238], [2.173, -1.983, 1.233], [-1.928, -3.333, 0.145], [0.751, 0.505, 5.996], [-2.011, 4.779, -1.699], [0.700, -4.025, 1.517], [1.315, 0.676, 5.086], [1.245, 1.213, -4.047], [-3.825, -1.257, -0.510], [-1.105, -5.592, -1.928], [-2.039, 4.701, -2.788], [0.754, 0.730, 1.414], [1.129, 3.760, -2.656], [-0.008, 3.176, 1.517], [-2.287, 1.454, -1.131], [0.677, 0.597, 3.876], [-0.378, 0.364, 3.816], [-1.755, 3.393, 1.420], [2.688, 0.971, 5.182], [0.393, -0.194, -3.777], [-3.866, -3.495, -4.142], [0.615, -3.335, 0.663], [-1.261, 1.650, -1.465], [1.370, 0.864, 0.259], [3.376, 1.174, 3.982], [-1.024, -1.586, -2.187], [-2.591, -1.720, 1.446], [1.394, 0.811, 2.659], [1.189, 5.020, -1.422], [1.028, 3.952, -1.584], [-0.768, 3.450, -0.925], [-1.663, -3.585, 1.883], [0.283, -3.913, -0.205], [3.363, 1.260, 1.844], [-1.705, 5.793, -1.430], [2.124, -2.777, -1.935], [-2.171, -1.146, 2.273]],
  "multiplicity": 2,
  "energy_ha": -16499.785370,
  "homo_ev": [-0.798, -2.023],
  "de_lowest_ev": 1.260,
  "total_charge": -2,
  "lumo_energy_ev": [3.79, 3.79]
}

=====

{
  "formula": "C11H13ClORu",
  "method": "ωB97M-V/def2-TZVPD",
  "elements": ["C", "H", "Ru", "C", "C", "C", "H", "H", "H", "H", "Cl", "H", "C", "C", "H", "H", "H", "H", "C", "H", "O", "C", "H", "C", "H", "C", "C"],
  "coordinates": [[0.921, -2.291, 1.835], [1.175, -0.130, -4.337], [-0.066, 0.093, 1.578], [-1.235, -1.783, 1.102], [-0.298, -1.356, 0.072], [0.622, 0.683, -3.880], [1.985, -1.389, 0.080], [-0.056, 1.291, 4.637], [0.226, 3.629, -2.331], [1.745, -2.710, 2.405], [1.191, 1.292, 0.230], [-0.562, -1.011, -0.924], [0.120, 2.670, -2.822], [-1.107, 2.038, -3.176], [2.246, 2.048, -3.162], [-2.322, -1.775, 1.022], [-0.609, -0.369, 4.979], [-0.871, -2.765, 3.088], [-0.455, -2.336, 2.176], [0.791, -0.116, 3.838], [-1.098, 0.424, 3.135], [-0.168, 0.291, 4.200], [-2.100, 2.436, -3.005], [1.189, 1.833, -3.260], [-1.513, 0.105, -4.238], [1.050, -1.611, 0.588], [-0.797, 0.808, -3.827]],
  "multiplicity": 6,
  "energy_ha": -1057.111981,
  "homo_ev": [-1.501, -3.453],
  "de_lowest_ev": 0.112,
  "total_charge": -1,
  "lumo_energy_ev": [3.48, 0.92]
}

=====

{
  "formula": "C17H33NO2",
  "method": "ωB97M-V/def2-TZVPD",
  "elements": ["H", "H", "C", "H", "H", "H", "H", "H", "H", "C", "C", "H", "C", "H", "H", "C", "H", "H", "H", "H", "H", "C", "H", "C", "H", "H", "H", "N", "H", "C", "H", "C", "C", "C", "H", "H", "C", "H", "O", "H", "H", "H", "H", "C", "C", "H", "H", "C", "H", "H", "C", "C", "O"],
  "coordinates": [[0.082, -4.293, -1.766], [-0.311, -6.733, -1.713], [0.072, -4.808, -0.804], [-0.684, -6.650, 0.013], [1.103, -5.021, -0.516], [2.424, 4.119, -0.223], [-0.038, 1.147, -2.592], [-2.517, -0.419, 0.942], [-0.536, -4.384, 1.228], [-1.877, 0.515, -1.647], [2.345, 2.179, 0.704], [-1.939, -1.636, -1.788], [-2.372, -0.850, -1.168], [2.080, 1.964, -1.422], [-0.126, 0.997, 0.447], [-2.526, -2.548, 0.685], [2.449, 3.922, 2.824], [-2.298, 1.296, -1.010], [-2.227, -5.254, -2.219], [1.947, 1.733, 1.618], [-0.180, 2.457, -0.537], [2.788, 4.368, 1.887], [-2.744, -5.305, 0.793], [-0.730, -6.098, -0.930], [-3.758, -4.523, -0.444], [-2.268, 0.675, -2.654], [-2.321, -2.723, 1.757], [-1.935, -3.582, -0.147], [3.869, 4.258, 1.800], [-2.730, -4.794, -0.189], [3.426, 2.016, 0.700], [2.438, 5.835, 1.904], [0.211, 1.439, -0.491], [2.076, 3.682, 0.716], [-2.794, -6.647, -1.283], [-3.457, -0.893, -1.294], [-2.039, -1.153, 0.289], [2.109, 0.444, -0.531], [1.351, 6.289, 2.148], [-0.963, -1.086, 0.442], [1.007, 3.874, 0.803], [-3.610, -2.586, 0.546], [-0.002, -2.965, 0.301], [-0.571, -3.894, 0.235], [1.738, 1.472, -0.508], [4.236, 8.445, 1.293], [0.100, -0.351, -1.685], [-0.347, 0.646, -1.672], [2.920, 8.353, 2.505], [2.533, 8.236, 0.777], [3.278, 7.994, 1.538], [-2.178, -5.746, -1.246], [3.497, 6.591, 1.584]],
  "smiles": "COC(=O)CCCCCCCCCCN1CCCCC1",
  "energy_ha": -872.806190,
  "homo_ev": -8.465,
  "de_lowest_ev": 0.177,
  "total_charge": 0,
  "lumo_energy_ev": 0.94
}

=====

{
  "formula": "C44H76N3O12",
  "method": "ωB97M-V/def2-TZVPD",
  "elements": ["H", "C", "C", "H", "H", "H", "C", "H", "C", "H", "H", "H", "H", "C", "C", "H", "C", "C", "H", "C", "H", "C", "H", "C", "C", "C", "H", "C", "C", "H", "C", "C", "H", "C", "C", "H", "C", "H", "H", "C", "C", "N", "H", "N", "H", "H", "H", "C", "C", "H", "C", "H", "H", "H", "H", "H", "H", "H", "H", "H", "H", "H", "C", "H", "O", "H", "H", "H", "C", "H", "C", "H", "H", "H", "C", "H", "C", "H", "H", "C", "C", "H", "O", "H", "C", "C", "H", "C", "O", "O", "C", "H", "H", "H", "C", "O", "H", "C", "H", "H", "H", "O", "O", "O", "H", "H", "H", "H", "C", "H", "H", "O", "H", "C", "H", "N", "O", "O", "H", "C", "H", "H", "H", "H", "C", "H", "C", "C", "H", "H", "O", "H", "H", "H", "H"],
  "coordinates": [[-0.510, 0.899, 0.445], [1.648, -4.987, -4.428], [1.814, 2.823, 2.189], [-1.293, -3.057, 0.716], [-2.497, -5.626, 0.792], [-1.050, 6.069, 1.160], [0.694, -8.942, -7.892], [-2.621, -2.082, 2.230], [-2.674, 7.470, 0.667], [-0.362, -5.270, -5.136], [-2.032, 0.505, 2.180], [-1.044, 1.232, 4.681], [-3.031, 1.893, 1.798], [-2.213, -1.279, 5.385], [-3.573, -2.625, 2.239], [2.751, -6.542, 1.054], [0.892, 2.974, 0.970], [-1.590, 7.379, -3.675], [0.583, -2.393, 0.688], [-2.439, 1.087, 1.340], [0.177, -6.068, -2.238], [1.434, -3.830, -3.476], [-4.172, -0.258, 2.434], [-0.196, -5.371, -2.992], [-0.189, 7.388, -4.279], [-1.266, 1.688, 0.578], [1.414, 5.998, -3.674], [1.340, -7.832, -7.089], [-1.747, -3.770, 0.023], [2.456, -5.609, -4.040], [-2.128, 6.094, 1.017], [-1.836, -0.622, 6.700], [0.406, 8.175, -3.813], [-0.408, 5.748, -2.569], [1.384, -2.606, 1.397], [5.418, 7.998, 3.211], [-3.380, -4.128, 2.052], [0.085, 5.236, -4.567], [-2.066, 8.239, 1.146], [-3.320, 0.148, 0.531], [-4.555, -1.976, 1.250], [1.868, -4.015, 1.220], [1.123, -8.265, -9.892], [3.900, -4.886, 0.403], [-5.574, -2.302, 1.482], [-3.719, 0.653, -0.355], [-1.946, 8.366, -3.388], [3.169, 6.986, 1.776], [0.070, -6.809, -8.704], [3.543, -0.072, 2.805], [-4.056, 7.431, 1.306], [-2.101, -3.236, -0.862], [0.995, -2.441, 2.403], [2.784, 3.259, 1.914], [-1.632, 1.554, 7.035], [-0.942, -6.653, -8.324], [1.835, -4.611, 2.038], [-0.169, -9.305, -7.330], [-0.701, 2.665, 2.398], [1.414, 3.425, 3.012], [5.713, 6.259, 0.719], [3.946, 5.347, 2.875], [-2.871, -4.603, 0.679], [3.173, -0.122, -0.066], [-2.586, 4.914, 3.118], [-4.420, 8.401, 1.639], [-4.803, 6.981, 0.648], [-0.582, -8.660, -9.674], [-2.845, 5.763, 2.311], [1.396, -9.761, -8.027], [1.926, 1.357, 2.616], [-0.761, -0.747, 6.844], [-4.309, -2.282, 0.225], [-2.744, 1.700, 4.512], [3.957, 6.436, 2.951], [1.113, 3.927, 0.485], [3.093, 0.547, 2.020], [4.702, -7.972, 1.528], [1.930, -4.624, -5.412], [5.351, 7.018, 2.736], [3.774, -6.203, 0.928], [1.124, 2.157, 0.275], [-1.477, 6.579, -2.487], [-3.711, -4.686, -0.018], [2.615, -0.345, 0.847], [-4.447, -0.448, 1.389], [1.567, -0.089, 0.656], [0.343, 6.023, -3.855], [-2.375, -0.323, 4.440], [1.983, 7.026, 1.627], [-0.598, 2.851, 1.319], [-5.403, 0.036, 1.171], [-0.193, 7.557, -5.354], [6.004, 8.001, 0.875], [3.009, -3.931, 0.528], [-2.352, -2.442, 5.129], [-3.275, 0.981, 6.751], [5.388, 7.174, 1.219], [5.839, -6.539, 1.239], [0.373, -6.774, -4.576], [0.995, 0.852, 2.327], [2.093, -2.836, -3.341], [-0.176, 4.940, -1.718], [0.346, -4.068, -2.702], [-2.688, -0.687, 0.195], [-2.401, 5.344, 0.271], [0.286, -6.051, -9.453], [-1.120, 3.789, 1.137], [0.305, -5.706, -4.391], [-4.363, -4.591, 2.210], [-2.326, 6.913, -4.333], [0.992, -6.632, -7.613], [1.974, 1.299, 3.709], [4.829, -6.935, 1.245], [4.723, -4.639, -0.133], [3.221, -2.674, -0.065], [4.030, 7.437, 0.832], [2.039, -7.915, -6.119], [-2.701, 7.673, -0.401], [-2.229, 0.837, 6.478], [-1.279, -5.314, -2.912], [-1.589, 1.993, -0.425], [-2.359, -1.105, 7.521], [3.326, -2.102, 1.944], [0.293, -8.238, -9.185], [3.884, 1.214, 1.668], [-2.069, 0.980, 4.968], [2.676, -1.834, 1.099], [6.162, 6.402, 3.118], [3.496, 6.733, 3.889], [-3.912, 6.584, 2.460], [-3.991, -2.471, 3.237], [-2.735, -4.526, 2.843], [2.492, -2.619, -0.793], [-0.957, -4.440, -0.331]],
  "energy_ha": -2789.159273,
  "homo_ev": -11.119,
  "total_charge": 1,
  "lumo_energy_ev": -2.68
}